This record from the OMol25 dataset describes C27H38ClN4O7STl as an isolated structure. The level of theory is ωB97M-V/def2-TZVPD.

Structure (XYZ):
```
79
Properties=species:S:1:pos:R:3
Tl -1.8672 -0.3874 0.1382
Cl -4.0386 0.7625 1.0322
S -0.4651 3.8291 2.6967
O 2.7942 -1.5392 -0.1144
O 0.5005 1.2018 0.1883
O -1.1614 -1.0342 2.3959
O 0.1342 5.1392 2.6257
O -0.9600 -2.9705 -0.1984
O 0.5916 -0.9095 -2.8040
O -1.7449 3.6747 3.3602
N -0.4256 3.0337 1.2583
N 3.2482 0.5117 -1.0796
N 0.2547 -4.7302 -0.9776
N -1.4672 -0.1840 4.4765
C 0.9798 1.6798 2.5322
C 3.2965 1.3113 -2.2902
C 1.1046 2.6611 4.7368
C -0.6720 -5.7060 -0.4380
C -0.2957 1.3706 -5.1659
C 0.3479 1.9428 1.2059
C 0.3087 3.3632 -3.3068
C 2.2333 0.5696 4.2426
C 1.7261 0.5732 2.9463
C -1.7536 -0.2473 3.1745
C 3.7952 1.1163 0.1159
C 2.8576 -0.7863 -1.0956
C -0.2348 1.0728 -3.8101
C -4.1920 0.4361 -2.3183
C -0.7206 -1.2747 5.0792
C 1.9250 1.6046 5.1350
C -2.7139 0.4845 -2.4584
C -0.4757 -0.3934 -3.3830
C -2.0539 0.8444 5.3253
C 0.3066 3.6596 -4.6783
C -1.9117 -0.5757 -2.6988
C 0.0235 2.0655 -2.8642
C 0.0322 -3.4096 -0.7755
C -2.4154 -1.9729 -2.5801
C 0.6599 2.6721 3.4229
C 1.4396 -5.2334 -1.6530
C -0.0288 2.6659 -5.6026
H 2.0193 -4.3898 -2.0398
H 2.3176 1.5755 6.1530
H -0.2515 -1.8586 4.2864
H -3.0308 0.5064 5.7112
H 0.5308 4.1324 -2.5616
H 2.5631 -1.1266 -2.1067
H -2.5400 0.4372 2.8079
H 0.7988 3.4546 5.4011
H -2.7053 -2.2194 -1.5476
H -1.3669 1.0465 6.1577
H -0.1895 -6.2872 0.3548
H 2.8616 2.3038 -2.0911
H 0.0408 -0.8756 5.7530
H -4.4915 1.1157 -1.5139
H 0.5367 4.6707 -5.0206
H 0.8187 -2.7382 -1.1862
H 4.8421 1.4024 -0.0634
H -1.5263 -5.1704 -0.0318
H -2.1998 1.7665 4.7389
H -0.9920 -6.3943 -1.2263
H -0.0763 2.8858 -6.6690
H 0.0437 1.8203 -1.7935
H 3.2279 2.0290 0.3493
H 2.8789 -0.2529 4.5691
H -2.2912 1.4788 -2.3417
H -4.6115 -0.5530 -2.0922
H -1.3972 -1.9216 5.6527
H -1.6515 -2.7051 -2.8645
H 1.8935 -0.2442 2.2480
H 2.7298 0.8078 -3.0869
H 4.3471 1.4504 -2.6050
H 3.7302 0.4064 0.9429
H -0.5482 -1.0106 -4.3212
H 2.0760 -5.8163 -0.9722
H -0.5322 0.5550 -5.8497
H -3.3041 -2.0816 -3.2140
H 1.1669 -5.8937 -2.4889
H -4.6797 0.8019 -3.2338
```

As for the net charge: 0. The calculation puts the total energy at -76956.5741 eV. As for the energy above the lowest of the compared OMol25 structures with the same formula, charge and spin: 239.1 kJ/mol. As for the frontier orbital gap (alpha / beta): 5.68 / 5.92 eV.